Record 1
Computed, not measured: a structure of composition C6H6, with the ωB97M-V functional and the def2-TZVPD basis.

Calculated values
Max |F| (eV Å⁻¹): 5.56
HOMO (eV): -8.44
Gap between HOMO and LUMO (eV): 7.86
Energy above the lowest of the compared OMol25 structures with the same formula, charge and spin (eV): 7.410
Molecular weight (g/mol): 78.1
E_LUMO (eV): -0.588

Geometry (Å):
C  -1.06  -0.85  1.31
C  -1.90  0.03  -0.10
C  -0.61  -0.17  -0.78
C  -0.23  -0.48  -2.04
C  -0.06  -0.10  0.55
C  1.09  0.76  0.91
H  -1.21  -0.96  2.46
H  0.75  -0.93  -2.35
H  -1.01  -0.38  -2.76
H  1.99  0.19  1.27
H  0.68  1.62  1.52
H  1.57  1.25  0.03

***

Record 2
Computed, not measured: an isolated molecule of C6H6, with the ωB97M-V functional and the def2-TZVPD basis.

Calculated values
Max |F| (eV Å⁻¹): 4.95
HOMO (alpha / beta) (eV): -7.79 / -8.99
Gap between HOMO and LUMO (alpha / beta) (eV): 8.91 / 7.09
2S+1: 3
Energy above the lowest of the compared OMol25 structures with the same formula, charge and spin (eV): 1.208
Molecular weight (g/mol): 78.1
E_LUMO (alpha / beta) (eV): 1.121 / -1.895

Geometry (Å):
C  0.18  0.81  -0.10
C  1.49  0.24  -0.18
C  -0.98  0.08  -0.22
C  -1.54  -1.22  -0.12
C  1.73  -1.05  -0.05
C  -2.39  0.03  0.03
H  -0.02  1.79  0.09
H  2.42  0.82  -0.28
H  2.77  -1.54  0.06
H  0.87  -1.83  0.04
H  -2.97  0.48  0.97
H  -3.15  0.27  -0.70

***

Record 3
Computed, not measured: an isolated molecule of C6H6BF3O2, with the ωB97M-V functional and the def2-TZVPD basis.

Calculated values
Max |F| (eV Å⁻¹): 3.99
HOMO (eV): -9.21
Gap between HOMO and LUMO (eV): 9.36
Molecular weight (g/mol): 177.9
E_LUMO (eV): 0.144
Structure (SMILES): OB1C=C(F)C=C(F)C[C@@]1(O)F

Geometry (Å):
B  0.62  -1.14  0.19
C  -1.88  0.58  0.08
C  -0.94  -1.77  0.15
C  -1.93  -0.86  0.13
C  -0.94  1.49  -0.22
C  0.50  1.45  -0.65
C  1.39  0.56  0.21
O  2.68  0.56  -0.22
O  1.65  -1.99  0.19
F  -3.21  -1.30  0.19
F  -1.38  2.77  -0.18
F  1.34  1.01  1.54
H  -2.85  1.01  0.32
H  -1.14  -2.82  0.21
H  0.57  1.08  -1.68
H  0.88  2.48  -0.64
H  3.16  -0.17  0.19
H  1.48  -2.93  0.17

***

Record 4
Computed, not measured: an isolated molecule of C6H6BNS2, with the ωB97M-V functional and the def2-TZVPD basis.

Calculated values
Max |F| (eV Å⁻¹): 4.06
HOMO (eV): -8.57
Gap between HOMO and LUMO (eV): 8.05
Molecular weight (g/mol): 167.1
E_LUMO (eV): -0.521

Geometry (Å):
B  2.53  0.09  0.00
C  -2.63  0.51  -0.01
C  -2.61  -0.88  0.03
C  -1.46  1.25  0.02
C  -1.39  -1.55  0.07
C  -0.22  0.61  0.06
C  -0.29  -0.76  0.07
N  3.87  0.44  -0.11
S  1.30  1.48  0.10
S  2.00  -1.61  0.02
H  -3.57  1.03  -0.06
H  -3.53  -1.44  0.04
H  -1.50  2.33  0.01
H  -1.32  -2.63  0.11
H  4.23  1.38  -0.10
H  4.59  -0.25  -0.24

***

Record 5
Computed, not measured: a cluster of 2 separate species, C6H6Br2N4 in total, with the ωB97M-V functional and the def2-TZVPD basis.

Calculated values
Max |F| (eV Å⁻¹): 5.12
HOMO (eV): -15.27
Total charge: +2
Gap between HOMO and LUMO (eV): 6.32
Energy above the lowest of the compared OMol25 structures with the same formula, charge and spin (eV): 3.004
Molecular weight (g/mol): 293.9
E_LUMO (eV): -8.952

Geometry (Å):
C  -4.49  -0.40  1.34
C  -3.38  -0.66  2.13
C  -3.28  -0.44  -0.71
C  -2.29  -0.65  0.18
C  1.51  -0.14  -0.28
C  3.90  0.24  -0.50
N  -4.42  -0.35  0.06
N  2.64  0.12  -0.55
N  -2.34  -0.84  1.42
N  4.55  1.25  -1.39
Br  0.45  -1.42  -1.04
Br  5.03  -0.46  0.84
H  -5.50  -0.18  1.75
H  -3.27  -0.67  3.14
H  -3.27  -0.19  -1.77
H  4.17  1.41  -2.38
H  5.57  1.13  -1.35
H  4.42  2.23  -0.90

***

Record 6
Computed, not measured: an isolated molecule of C6H6Br4N2, with the ωB97M-V functional and the def2-TZVPD basis.

Calculated values
Max |F| (eV Å⁻¹): 3.42
HOMO (alpha / beta) (eV): -8.07 / -8.03
Gap between HOMO and LUMO (alpha / beta) (eV): 7.17 / 7.09
Energy above the lowest of the compared OMol25 structures with the same formula, charge and spin (eV): 0.928
Molecular weight (g/mol): 425.7
E_LUMO (alpha / beta) (eV): -0.901 / -0.934

Geometry (Å):
C  1.13  -0.33  1.33
C  1.01  0.36  -1.74
C  2.15  -0.18  0.49
C  1.99  0.34  -0.88
C  -0.28  -0.01  1.01
C  -0.78  -0.67  -0.32
N  -2.97  0.35  0.06
N  -2.10  -0.49  -0.64
Br  3.86  -0.94  1.04
Br  3.70  1.45  -1.44
Br  -0.36  1.93  0.93
Br  -0.28  -2.53  -0.44
H  1.43  -0.77  2.18
H  0.92  0.87  -2.76
H  -1.01  -0.22  1.82
H  -2.71  0.52  0.99
H  -3.11  1.34  -0.30
H  -2.60  -1.01  -1.35

***

Record 7
Computed, not measured: a structure of composition C6H6BrHfLi, with the ωB97M-V functional and the def2-TZVPD basis.

Calculated values
Max |F| (eV Å⁻¹): 4.48
HOMO (eV): -20.51
Total charge: +4
Gap between HOMO and LUMO (eV): 1.95
Molecular weight (g/mol): 343.4
E_LUMO (eV): -18.560

Geometry (Å):
Hf  -2.25  -2.68  -6.68
Li  -6.26  -3.78  -0.46
Br  -4.20  -2.38  -3.24
C  -0.09  1.48  0.77
C  -0.04  0.20  0.22
C  1.08  -0.55  0.32
C  2.18  0.00  0.95
C  2.21  1.27  1.43
C  1.07  2.08  1.34
H  -1.00  2.04  0.85
H  -0.97  -0.23  -0.12
H  0.97  -1.58  0.00
H  3.07  -0.62  1.04
H  3.14  1.68  1.80
H  1.08  3.07  1.78

***

Record 8
Computed, not measured: an isolated molecule of C6H6BrI, with the ωB97M-V functional and the def2-TZVPD basis.

Calculated values
Max |F| (eV Å⁻¹): 3.58
HOMO (eV): -9.31
Gap between HOMO and LUMO (eV): 9.43
Energy above the lowest of the compared OMol25 structures with the same formula, charge and spin (eV): 0.000
Molecular weight (g/mol): 284.9
E_LUMO (eV): 0.124
Structure (SMILES): Br/C=C/CCC#CI

Geometry (Å):
C  0.90  -1.01  -0.02
C  -1.13  1.35  -0.30
C  0.27  -1.91  0.68
C  -2.28  1.24  0.07
C  1.08  0.48  0.26
C  0.28  1.42  -0.59
Br  0.14  -3.68  -0.05
I  -4.32  0.81  0.09
H  1.17  -1.19  -1.06
H  -0.25  -1.99  1.70
H  0.95  0.58  1.35
H  2.16  0.59  0.11
H  0.41  0.92  -1.57
H  0.63  2.39  -0.67

***

Record 9
Computed, not measured: an isolated molecule of C6H6BrNO3S, with the ωB97M-V functional and the def2-TZVPD basis.

Calculated values
Max |F| (eV Å⁻¹): 2.20
HOMO (alpha / beta) (eV): -9.09 / -9.09
Gap between HOMO and LUMO (alpha / beta) (eV): 7.10 / 7.10
Energy above the lowest of the compared OMol25 structures with the same formula, charge and spin (eV): 2.622
Molecular weight (g/mol): 252.1
E_LUMO (alpha / beta) (eV): -1.992 / -1.990

Geometry (Å):
C  -0.82  -0.37  -0.51
C  0.26  0.52  -0.47
C  1.37  0.64  -1.56
C  -1.76  -0.71  0.39
C  -0.82  1.26  1.84
C  1.78  -0.63  -2.23
N  -0.37  0.23  2.66
O  -0.89  0.19  3.76
O  1.98  1.66  -1.68
O  0.42  -0.64  2.21
S  0.32  1.70  0.71
Br  -3.37  -1.47  -0.02
H  -0.96  -0.72  -1.50
H  -1.42  -0.86  1.40
H  -1.35  2.04  2.25
H  1.46  -1.50  -1.72
H  2.87  -0.67  -2.34
H  1.30  -0.66  -3.19

***

Record 10
Computed, not measured: an isolated molecule of C6H6Cl2NP, with the ωB97M-V functional and the def2-TZVPD basis.

Calculated values
Max |F| (eV Å⁻¹): 2.64
HOMO (alpha / beta) (eV): -8.03 / -8.19
Gap between HOMO and LUMO (alpha / beta) (eV): 6.69 / 6.55
Energy above the lowest of the compared OMol25 structures with the same formula, charge and spin (eV): 2.788
Molecular weight (g/mol): 194.0
E_LUMO (alpha / beta) (eV): -1.347 / -1.642

Geometry (Å):
C  -1.83  -0.51  -0.15
C  -1.28  0.84  0.21
C  -0.78  -1.49  -0.49
C  0.05  1.11  0.29
C  0.52  -1.22  -0.31
C  1.02  0.02  0.18
N  2.94  1.60  1.11
P  2.71  0.35  0.23
Cl  -2.67  -1.21  1.30
Cl  3.63  -1.41  0.58
H  -2.68  -0.19  -0.84
H  -2.02  1.43  0.72
H  -0.97  -2.52  -0.77
H  0.43  2.03  0.83
H  1.25  -1.87  -0.58
H  3.69  2.22  1.15